Entry 1:
Formula: C11H12INOS
Source: the OMol25 dataset
Level of theory: ωB97M-V with the def2-TZVPD basis set

```
27
Properties=species:S:1:pos:R:3:nbo_charge:R:1
C -3.897 2.199 0.058 -0.376
C -2.674 2.154 0.546 -0.213
C -1.695 1.248 -0.048 -0.203
C -0.533 1.221 0.680 -0.176
C 0.695 0.706 0.099 -0.050
C 1.827 0.645 0.861 -0.167
C 2.940 0.068 0.356 -0.222
C 2.977 -0.503 -0.909 -0.168
C 1.921 -0.231 -1.711 -0.209
S 2.183 -0.044 -3.454 0.085
I 2.645 -2.262 -4.237 0.020
C 0.830 0.371 -1.199 -0.190
H -4.598 2.834 0.532 0.186
H -4.343 1.625 -0.728 0.194
H -2.432 2.711 1.475 0.209
H -1.885 0.729 -0.957 0.219
H -0.539 1.522 1.737 0.209
H 1.817 0.930 1.871 0.203
H 3.699 0.188 1.016 0.208
H 3.880 -0.913 -1.290 0.216
H -0.011 0.778 -1.800 0.221
N 1.233 -4.301 -1.092 -0.833
C 1.229 -3.011 -0.687 0.549
O 0.358 -2.339 -0.305 -0.581
H 0.358 -4.811 -1.145 0.388
H 2.083 -4.868 -1.193 0.401
H 2.284 -2.712 -0.870 0.080
```

The gap between HOMO and LUMO is 7.252 eV. As for the SMILES: C=C/C=C/c1cccc(SI)c1.NC=O. The value obtained for the LUMO energy is -0.61 eV. The value obtained for the relative energy (zero: lowest compared OMol25 entry of this formula, charge and spin) is 0.0 kcal per mole. The total energy comes out at -34072.8353 eV.

Entry 2:
Formula: C11H12KN3O3
Source: the OMol25 dataset
Level of theory: ωB97M-V with the def2-TZVPD basis set

```
30
Properties=species:S:1:pos:R:3:nbo_charge:R:1
K 1.628 1.313 1.954 0.970
O 0.293 -0.336 0.723 -0.880
C -0.881 -0.485 0.223 0.405
C -1.365 -1.788 -0.091 -0.315
C -2.610 -2.019 -0.623 -0.183
C -3.479 -0.957 -0.884 -0.308
C -3.043 0.321 -0.604 -0.180
C -1.775 0.591 -0.075 -0.189
C -1.408 2.000 0.113 0.366
N -0.665 2.562 1.053 -0.548
C -0.684 3.921 0.800 -0.111
C -1.435 4.189 -0.299 -0.117
N -1.887 2.962 -0.727 -0.519
H -0.697 -2.613 0.131 0.194
H -2.922 -3.036 -0.830 0.202
H -4.471 -1.129 -1.277 0.206
H -3.728 1.147 -0.769 0.190
H -0.163 4.619 1.435 0.199
H -1.685 5.104 -0.804 0.218
H -2.442 2.784 -1.546 0.421
N 3.059 -2.957 -0.358 -0.865
C 2.981 -1.508 -0.159 -0.399
C 3.841 -1.092 1.022 0.795
O 4.561 -2.061 1.558 -0.664
O 3.867 0.037 1.445 -0.674
H 3.290 -3.197 -1.311 0.378
H 2.174 -3.395 -0.138 0.382
H 4.326 -2.862 1.029 0.512
H 1.960 -1.153 0.033 0.297
H 3.359 -0.960 -1.024 0.219
```

The gap between HOMO and LUMO is 6.783 eV. The value obtained for the LUMO energy is 0.05 eV. The total energy comes out at -38541.6949 eV.

Entry 3:
Formula: C11H12N
Source: the OMol25 dataset
Level of theory: ωB97M-V with the def2-TZVPD basis set

```
24
Properties=species:S:1:pos:R:3:nbo_charge:R:1
C -2.961 -0.829 -0.636 -0.243
C -3.214 0.417 -0.024 -0.043
C -1.748 -1.429 -0.439 -0.057
C -2.169 1.124 0.528 -0.272
C -0.682 -0.767 0.194 -0.279
C -0.877 0.612 0.614 0.202
C 0.533 -1.368 0.440 0.438
C 2.857 -1.960 -0.380 -0.611
C 1.591 -2.099 0.510 -0.259
C 0.316 1.592 0.971 -0.279
C 1.495 2.530 -0.852 0.012
N 1.216 1.568 -0.132 -0.437
H -3.628 -1.423 -1.305 0.259
H -4.253 0.879 0.059 0.259
H -1.653 -2.462 -0.876 0.251
H -2.275 2.082 1.031 0.246
H 2.611 -2.181 -1.488 0.247
H 3.184 -1.006 -0.157 0.245
H 1.839 -2.568 1.421 0.295
H -0.109 2.633 1.100 0.198
H 0.860 1.272 1.967 0.245
H 2.195 2.501 -1.636 0.184
H 1.168 3.561 -0.680 0.144
H 3.703 -2.679 -0.231 0.255
```

The gap between HOMO and LUMO is 7.176 eV. The total charge is +1. The value obtained for the LUMO energy is -5.84 eV. The value obtained for the relative energy (zero: lowest compared OMol25 entry of this formula, charge and spin) is 79.3 kcal per mole. The total energy comes out at -13081.0950 eV.

Entry 4:
Formula: C11H12N2PV
Source: the OMol25 dataset
Level of theory: ωB97M-V with the def2-TZVPD basis set

```
27
Properties=species:S:1:pos:R:3:mulliken_spin:R:1
C 1.755 -0.011 -1.884 0.005
C 2.813 -0.780 -1.324 0.001
C 2.639 -2.142 -1.720 0.008
C 1.480 -2.229 -2.554 -0.002
C 0.920 -0.925 -2.664 0.000
V -1.786 1.098 -0.737 2.223
P -0.673 3.212 -1.051 -0.015
H 1.601 1.061 -1.748 0.002
H 3.602 -0.401 -0.682 0.000
H 3.281 -2.971 -1.435 0.000
H 0.044 -0.642 -3.246 0.003
H 1.092 -3.135 -3.021 0.000
H -0.897 3.910 -2.283 0.003
H 0.756 3.301 -1.037 0.012
H -0.914 4.307 -0.164 0.007
N -4.598 -1.564 2.770 -0.031
C -3.526 -1.164 2.519 0.011
C -2.209 -0.656 2.188 -0.096
C -1.224 -0.477 3.194 0.038
C 0.027 0.028 2.859 -0.099
C 0.281 0.395 1.521 0.087
N -0.685 0.328 0.608 -0.111
C -1.911 -0.260 0.905 -0.037
H -1.456 -0.761 4.220 0.002
H 0.814 0.149 3.602 -0.008
H 1.266 0.743 1.198 0.012
H -2.494 -0.414 -0.036 -0.015
```

The gap between HOMO and LUMO (alpha / beta) is 4.040 / 3.938 eV. The value obtained for the LUMO energy (alpha / beta) is -1.57 / -1.65 eV. Its spin multiplicity is 3. Its expectation value of S² is 2.476. The total energy comes out at -49550.0866 eV.